1.
# C55H43BrCaN5O2P2Te

A structure of composition C55H43BrCaN5O2P2Te (ωB97M-V with the def2-TZVPD basis set, the OMol25 dataset).

Results
Frontier orbital gap in hartree: 0.1687
Net charge: +1
2S+1: 1

Last column: Löwdin charge in e.
Element x y z (Å)
Ca1 -0.645686 -0.322143 1.198171  1.2565
O1 1.150745 4.160006 7.439001  0.1321
C1 0.200548 3.229866 7.661508  -0.4759
O2 -0.415513 3.215375 8.686373  0.1438
C2 -0.045049 2.230773 6.565452  -0.1199
C3 -1.301472 1.638522 6.520626  0.0161
C4 -1.598148 0.703868 5.543679  -0.0037
C5 -0.621417 0.349026 4.623792  -0.2730
C6 0.636541 0.930005 4.659445  -0.0160
C7 0.924840 1.868270 5.636267  0.0009
N1 -0.915834 -0.583060 3.581511  0.0039
C8 -1.483252 -1.675359 3.913758  -0.0582
C9 -2.060780 -2.628142 2.930984  -0.2527
C10 -2.568465 -3.825069 3.393635  0.0055
C11 -3.224623 -4.662285 2.491230  -0.0149
C12 -3.356079 -4.245325 1.184289  -0.0156
C13 -2.804841 -3.021532 0.802404  -0.1211
N2 -2.157366 -2.228721 1.645272  0.0110
H1 1.480085 4.108778 6.533461  0.1004
H2 -2.038823 1.925263 7.256741  0.1313
H3 -2.590449 0.276503 5.479769  0.1205
H4 1.381305 0.651399 3.930740  0.0754
H5 1.921803 2.289961 5.672271  0.1234
H6 -1.598810 -1.948854 4.966214  0.1444
H7 -2.467409 -4.092981 4.436160  0.1239
H8 -3.630864 -5.608400 2.819289  0.1228
H9 -3.869760 -4.845349 0.446145  0.1060
H10 -2.887848 -2.659844 -0.215564  0.0775
Te1 0.960167 -1.006235 -3.943451  1.4689
C14 2.728127 0.122546 -3.964889  -0.5692
C15 2.734240 1.494955 -4.179626  -0.1399
C16 3.954878 2.153719 -4.209782  -0.1422
N3 5.126520 1.545354 -4.053608  0.0766
C17 5.111243 0.227945 -3.883826  -0.1304
C18 3.948255 -0.529137 -3.838325  -0.1281
C19 0.273638 -1.121504 -1.820954  -0.7020
P1 1.570066 -1.474992 -0.473003  1.0870
C20 2.427044 0.015314 0.125381  -0.4095
C21 2.488936 0.109630 1.513421  -0.1604
C22 3.210765 1.125700 2.139551  -0.0809
C23 3.868651 2.061680 1.371299  -0.0510
C24 3.832565 1.971988 -0.018948  -0.0421
C25 3.134038 0.953548 -0.632343  -0.0739
C26 2.923469 -2.458045 -1.200062  -0.3578
C27 4.231851 -2.200368 -0.786106  -0.0895
C28 5.290251 -2.935138 -1.294763  -0.0716
C29 5.063087 -3.941261 -2.223359  -0.0726
C30 3.764251 -4.221971 -2.622126  -0.0705
C31 2.701534 -3.493393 -2.108258  -0.1326
P2 -2.282788 -0.069596 -1.279286  1.0721
C32 -2.967947 0.433897 -2.886402  -0.3775
C33 -2.255069 1.147617 -3.846195  -0.1064
C34 -2.853940 1.474261 -5.055128  -0.0641
C35 -4.164442 1.099255 -5.308246  -0.0718
C36 -4.882328 0.392989 -4.351285  -0.0739
C37 -4.283168 0.055865 -3.148796  -0.1011
C38 -2.758954 1.359632 -0.262681  -0.3827
C39 -2.687487 2.694579 -0.656406  -0.0674
C40 -3.059089 3.692265 0.223892  -0.0466
C41 -3.526632 3.375664 1.495723  -0.0610
C42 -3.651888 2.051219 1.882269  -0.0751
C43 -3.277585 1.047543 0.995220  -0.1635
H11 1.815794 2.051075 -4.308445  0.0925
H12 3.989835 3.225711 -4.365055  0.1097
H13 6.075492 -0.252694 -3.770496  0.1111
H14 3.998714 -1.597126 -3.676728  0.0774
H15 2.021618 -0.662767 2.125669  0.0812
H16 3.269704 1.172195 3.217910  0.0967
H17 4.423963 2.859026 1.846039  0.1136
H18 4.361528 2.696475 -0.621545  0.1164
H19 3.128154 0.888475 -1.704034  0.0794
H20 4.438464 -1.416409 -0.069072  0.1032
H21 6.296156 -2.715983 -0.964413  0.1106
H22 5.890446 -4.505011 -2.630064  0.1093
H23 3.570515 -5.008094 -3.339189  0.1124
H24 1.701783 -3.736626 -2.441920  0.0749
H25 -1.233720 1.444557 -3.649205  0.0662
H26 -2.294499 2.023615 -5.799328  0.1091
H27 -4.627618 1.355362 -6.251125  0.1078
H28 -5.904015 0.099830 -4.546270  0.1067
H29 -4.844673 -0.507599 -2.410928  0.1049
H30 -2.316635 2.948432 -1.642218  0.1156
H31 -2.980902 4.727891 -0.076848  0.1161
H32 -3.810864 4.167073 2.175783  0.1120
H33 -4.052646 1.800772 2.855394  0.1049
H34 -3.415832 0.006311 1.275684  0.0743
Br1 -3.229812 -6.215617 -2.526312  0.7781
C44 -2.138765 -4.689499 -2.333991  -0.6970
C45 -1.123511 -4.687488 -1.397203  -0.1275
C46 -0.365323 -3.538896 -1.212001  -0.1185
C47 -0.576472 -2.391863 -1.972278  -0.4013
C48 -1.572077 -2.450633 -2.953283  -0.1578
C49 -2.362502 -3.571733 -3.125426  -0.0900
N4 -0.525243 0.042997 -1.361696  -0.3902
C50 0.108053 1.331773 -1.509810  -0.2145
C51 0.263969 2.211252 -0.465817  -0.3435
C52 0.873140 3.502619 -0.698981  -0.0440
C53 0.969976 4.410119 0.295640  -0.0854
C54 0.477296 4.099247 1.594724  -0.0978
C55 -0.050692 2.858134 1.771419  -0.1938
N5 -0.138292 1.899290 0.819926  -0.0745
H35 -0.929084 -5.566075 -0.798822  0.1131
H36 0.395859 -3.571461 -0.443481  0.0708
H37 -1.748081 -1.602691 -3.601192  0.0619
H38 -3.139669 -3.574823 -3.875854  0.1144
H39 0.500806 1.559231 -2.491084  0.0576
H40 1.230905 3.724516 -1.696473  0.1106
H41 1.421358 5.375225 0.103125  0.1062
H42 0.500379 4.814093 2.402348  0.0894
H43 -0.448617 2.581716 2.745399  0.0943

Atoms 1-2, force components in eV/Å:
0.2 0.4 -0.4
0.0 -0.1 0.0


2.
# C3H7NO3S2

A structure of composition C3H7NO3S2 at a distorted geometry (ωB97M-V with the def2-TZVPD basis set, the OMol25 dataset).

Results
Frontier orbital gap in hartree: 0.3445
Net charge: 0
Energy relative to the best compared isomer or geometry (same formula, charge and spin) in kcal/mol: 27.2
2S+1: 1

Last column: natural (NBO) charge in e.
Element x y z (Å)
C1 -2.659476 -0.617680 -0.013849  -0.3086
C2 -1.447645 -0.683199 0.445677  -0.2446
C3 -0.187948 -0.945473 -0.302821  0.2755
N1 0.871179 -1.347596 0.391222  -0.7702
O1 2.628461 0.430659 -0.784987  -0.9485
O2 1.293069 1.239638 1.016600  -0.9081
O3 0.071893 0.659124 -1.018542  -0.8133
S1 1.543954 2.971734 -1.417574  -0.4551
S2 1.447207 1.238330 -0.579220  2.0350
H1 -3.522201 -0.335880 0.541764  0.2099
H2 -2.957893 -0.539502 -1.127907  0.2048
H3 -1.258094 -0.737026 1.509848  0.2035
H4 -0.264519 -1.364099 -1.189318  0.1903
H5 0.925630 -0.914697 1.273427  0.3802
H6 1.740722 2.096502 1.289818  0.5248
H7 1.775661 -1.150835 -0.034138  0.4243

Atoms 1-2, force components in eV/Å:
-1.8 1.2 -3.5
1.8 -1.3 1.0


3.
# C4H9NO2

A cluster of 2 separate species, C4H9NO2 in total (ωB97M-V with the def2-TZVPD basis set, the OMol25 dataset).

Results
Frontier orbital gap in hartree: 0.3694
Net charge: 0
Energy relative to the best compared isomer or geometry (same formula, charge and spin) in kcal/mol: 49.7
2S+1: 1

Last column: natural (NBO) charge in e.
Element x y z (Å)
C1 -0.991429 1.867192 -1.156171  -0.8621
C2 0.346743 -0.212621 1.419550  0.1957
C3 -0.679769 -1.134891 0.780834  -0.1505
O1 -0.266049 -2.473611 0.915401  -0.7048
N1 1.458900 0.135508 0.903354  -0.4787
C4 1.836068 -0.337197 -0.352772  0.5269
O2 1.833545 -1.501888 -0.701498  -0.5757
H1 -0.988791 2.822424 -1.685223  0.2216
H2 -1.975292 1.703721 -0.705222  0.2153
H3 -0.778823 1.064297 -1.868073  0.2120
H4 0.143684 0.152541 2.426800  0.1859
H5 -1.637650 -1.042454 1.299188  0.1942
H6 -0.829309 -0.845488 -0.269292  0.1801
H7 0.537673 -2.552412 0.372956  0.4958
H8 -0.226836 1.887445 -0.377683  0.2112
H9 2.217341 0.467433 -1.002144  0.1331

Atoms 1-2, force components in eV/Å:
-0.1 0.0 -0.1
0.2 0.0 0.0


4.
# C9H13ClNO9P2Pt

A structure of composition C9H13ClNO9P2Pt at a distorted geometry (ωB97M-V with the def2-TZVPD basis set, the OMol25 dataset).

Results
Frontier orbital gap (spin up / spin down) in hartree: 0.2626 / 0.2663
Net charge: -1
2S+1: 1

Last column: natural (NBO) charge in e.
Element x y z (Å)
Pt1 -0.175100 -0.355500 0.288700  1.1016
N1 0.172200 -0.307400 -4.528000  -0.7643
C1 -0.109600 0.059900 -3.119400  -0.6271
C2 -0.851400 1.370400 -3.011000  -0.6442
P1 -1.114900 -1.426800 -2.514000  2.3826
O1 -2.595000 -0.839300 -2.338900  -1.0315
O2 -1.104700 -2.311400 -3.718900  -1.1275
O3 -0.605000 -1.979100 -1.214500  -1.0780
P2 1.601300 0.062100 -2.369600  2.3659
O4 1.920100 1.675500 -2.445700  -1.0143
O5 2.437700 -0.642800 -3.382700  -1.1333
O6 1.727000 -0.329800 -0.927300  -1.1476
H1 -0.085500 0.401300 -5.207000  0.4034
H2 -0.368200 -1.245300 -4.604100  0.4745
H3 1.215100 -0.508800 -4.513200  0.4714
H4 -1.810600 1.302300 -3.525000  0.2186
H5 -0.260500 2.189500 -3.418800  0.2204
H6 -1.054500 1.592800 -1.961500  0.2665
H7 -2.701300 -0.354900 -1.493900  0.5147
H8 2.509200 1.879000 -1.719000  0.5028
O7 0.597300 3.502600 4.675100  -0.6917
C3 0.770400 3.580000 3.350700  0.3534
C4 0.990000 4.837500 2.783900  -0.2939
C5 1.182100 4.973200 1.426500  -0.1843
C6 1.168800 3.856100 0.604000  -0.2736
C7 0.940600 2.609600 1.154300  -0.1618
C8 0.733200 2.445200 2.517700  -0.2153
C9 0.476800 1.088600 3.127700  0.7824
O8 0.456800 1.000600 4.367800  -0.6957
O9 0.307200 0.077400 2.385800  -0.7257
H9 0.502000 2.520700 4.868700  0.5117
H10 1.004000 5.693000 3.441300  0.2117
H11 1.352800 5.954000 1.005600  0.2006
H12 1.325200 3.962200 -0.459500  0.2038
H13 0.939900 1.725600 0.515800  0.2040
Cl1 -2.285600 0.736000 0.216800  -0.5802

Atoms 1-2, force components in eV/Å:
-0.1 -1.1 0.1
0.2 -0.6 -0.5


5.
# C56H33I4N6RhSe

A structure of composition C56H33I4N6RhSe at a distorted geometry (ωB97M-V with the def2-TZVPD basis set, the OMol25 dataset).

Results
Frontier orbital gap in hartree: 0.2027
Net charge: 0
Energy relative to the best compared isomer or geometry (same formula, charge and spin) in kcal/mol: 18.1
2S+1: 1

Last column: Löwdin charge in e.
Element x y z (Å)
Rh1 0.254116 -0.595011 0.303065  1.0526
I1 0.383816 -2.932811 -9.084335  0.8279
C1 0.456516 -2.728811 -6.977435  -0.7076
C2 -0.211984 -3.647611 -6.185835  -0.1455
C3 -0.238984 -3.475811 -4.814435  -0.0361
C4 0.407916 -2.394211 -4.227035  -0.2048
C5 1.104416 -1.499511 -5.040835  -0.0214
C6 1.127716 -1.658711 -6.412435  -0.1366
C7 0.333716 -2.101511 -2.785935  -0.0606
C8 -0.931984 -1.742711 -2.264335  -0.2395
C9 -2.152084 -1.842711 -2.975735  0.0123
C10 -3.118884 -1.271811 -2.187535  0.0162
C11 -2.471084 -0.811711 -1.017835  -0.2515
C12 -3.127984 -0.068411 -0.007035  -0.0640
C13 -4.524584 0.346489 -0.284635  -0.2226
C14 -4.724584 1.547089 -0.959035  -0.0103
C15 -5.998084 1.973489 -1.280335  -0.1379
C16 -7.080684 1.192189 -0.918635  -0.7098
I2 -9.030384 1.794389 -1.482835  0.8257
C17 -6.904884 0.005289 -0.232535  -0.1438
C18 -5.625084 -0.418911 0.078265  -0.0182
C19 -2.522584 0.415389 1.139165  -0.2245
N1 -1.204984 0.272489 1.477865  0.0136
C20 -1.018884 0.977489 2.631965  -0.2223
C21 0.203216 1.180989 3.262165  -0.0620
C22 0.328016 2.178189 4.340065  -0.2081
C23 1.080516 3.328589 4.092065  -0.0153
C24 1.258316 4.285089 5.073265  -0.1384
C25 0.704516 4.078289 6.325165  -0.7123
I3 1.022016 5.503889 7.854965  0.8313
C26 -0.039284 2.944089 6.594165  -0.1472
C27 -0.230884 1.999289 5.600565  -0.0285
C28 1.423216 0.609689 2.834865  -0.2456
C29 2.645016 0.722989 3.538665  0.0137
C30 3.616316 0.200089 2.717965  0.0021
C31 2.969216 -0.219811 1.536065  -0.2806
N2 1.626416 -0.032111 1.645665  -0.0716
C32 3.672416 -0.689411 0.390065  -0.0698
C33 3.074916 -1.341511 -0.681635  -0.2295
C34 3.759916 -1.918211 -1.805435  0.0192
C35 2.811516 -2.346611 -2.668835  0.0090
C36 1.540516 -1.985911 -2.102235  -0.2293
N3 1.725316 -1.431311 -0.874835  0.0043
C37 5.071316 -0.254711 0.305865  -0.1930
C38 5.310816 1.118989 0.408665  -0.0191
C39 6.584916 1.632989 0.295965  -0.1352
C40 7.645616 0.765989 0.094065  -0.7097
I4 9.607816 1.541889 -0.061435  0.8314
C41 7.436816 -0.597511 0.005865  -0.1461
C42 6.154016 -1.106411 0.105765  -0.0317
C43 -2.263584 1.558889 3.048265  0.0193
C44 -3.193184 1.207989 2.130665  0.0242
N4 -1.139884 -1.118711 -1.061735  -0.0340
H1 -0.729284 -4.480211 -6.634535  0.0928
H2 -0.765184 -4.183811 -4.192535  0.1241
H3 1.600316 -0.650211 -4.595835  0.1294
H4 1.642016 -0.938511 -7.031535  0.0973
H5 -2.294984 -2.269811 -3.948335  0.1073
H6 -4.162484 -1.165711 -2.409935  0.1183
H7 -3.866884 2.139089 -1.245335  0.1166
H8 -6.132784 2.899589 -1.819735  0.0960
H9 -7.752884 -0.599211 0.046665  0.0944
H10 -5.482884 -1.355211 0.596365  0.1194
H11 1.526816 3.476389 3.118765  0.1274
H12 1.822016 5.182389 4.866565  0.0954
H13 -0.467884 2.792789 7.572365  0.0925
H14 -0.788684 1.098989 5.813965  0.1233
H15 2.769016 1.119889 4.526565  0.1174
H16 4.665316 0.096689 2.917565  0.1194
H17 4.821616 -1.994111 -1.922035  0.1027
H18 2.951116 -2.867011 -3.597835  0.1182
H19 4.473416 1.784189 0.558165  0.1147
H20 6.754616 2.695489 0.367365  0.0958
H21 8.277116 -1.260211 -0.128935  0.0927
H22 5.999616 -2.174511 0.060665  0.1198
H23 -2.386884 2.155089 3.928865  0.1089
H24 -4.232584 1.466589 2.098265  0.1165
N5 -4.476084 -3.997711 2.684665  0.1769
C45 -3.343884 -3.818611 2.679465  -0.1835
C46 -1.953884 -3.564711 2.645065  -0.1960
C47 -1.117984 -3.824011 3.735165  0.0128
C48 0.231016 -3.545711 3.593365  -0.0281
C49 0.694716 -3.000411 2.408265  -0.0999
N6 -0.106784 -2.730911 1.372665  0.0414
C50 -1.395984 -3.032511 1.484065  -0.0665
H25 -1.515384 -4.244111 4.646365  0.1262
H26 0.921116 -3.766411 4.390965  0.1120
H27 1.745016 -2.780611 2.267865  0.1152
H28 -2.017684 -2.853611 0.615765  0.1179
Se1 1.255016 1.979789 -0.638335  0.7816
C51 -0.108984 2.558989 -1.818335  -0.6694
C52 -0.492684 3.897389 -1.873535  -0.1405
C53 -1.562484 4.271289 -2.661535  -0.0960
C54 -2.247784 3.320589 -3.404335  -0.1069
C55 -1.844684 1.994289 -3.377535  -0.0919
C56 -0.767784 1.620589 -2.603235  -0.1477
H29 0.047516 4.630989 -1.292135  0.0931
H30 -1.882384 5.304789 -2.673935  0.1015
H31 -3.088784 3.611889 -4.012035  0.0976
H32 -2.373384 1.250689 -3.955035  0.1032
H33 -0.423684 0.599689 -2.595535  0.0679

Atoms 1-2, force components in eV/Å:
1.1 1.7 -0.8
0.1 0.0 0.5


6.
# C5H8N2

The molecule C5H8N2 (ωB97M-V with the def2-TZVPD basis set, the OMol25 dataset).

Results
Frontier orbital gap in hartree: 0.3671
Net charge: 0
Energy relative to the best compared isomer or geometry (same formula, charge and spin) in kcal/mol: 14.9
2S+1: 1

Last column: natural (NBO) charge in e.
Element x y z (Å)
C1 -1.629862 1.869072 -0.104728  -0.4019
N1 -0.754543 0.718813 -0.231876  -0.1685
C2 -0.406849 0.077242 -1.364472  -0.0358
C3 0.456483 -0.940592 -1.023432  -0.3582
C4 0.627736 -0.779608 0.380141  0.1374
C5 1.637987 -1.465464 1.259540  -0.6381
N2 -0.118555 0.216001 0.841320  -0.2815
H1 -2.684152 1.609920 0.071098  0.2043
H2 -1.581029 2.457040 -1.025724  0.2068
H3 -1.281268 2.479728 0.729456  0.2271
H4 -0.737863 0.446047 -2.333989  0.2138
H5 0.707608 -1.799163 -1.631095  0.2289
H6 2.393027 -1.946406 0.628711  0.2162
H7 1.223122 -2.226830 1.931181  0.2213
H8 2.148159 -0.715800 1.873869  0.2282

Atoms 1-2, force components in eV/Å:
-0.1 0.2 0.0
0.1 0.2 -0.1


Number 1: E_tot -183626.9050 eV. Number 2: E_tot -32524.9367 eV. Number 3: E_tot -9877.9036 eV. Number 4: E_tot -63817.1235 eV. Number 5: E_tot -168306.8224 eV. Number 6: E_tot -8294.3517 eV.